<one>
{"formula": "C5H8S3", "method": "the ωB97M-V functional and the def2-TZVPD basis", "homo_ev": -9.0, "homo_lumo_gap_ha": 0.352, "molar_mass_g_mol": 164.32, "lumo_ha": 0.023, "elements": ["C", "C", "C", "C", "C", "H", "H", "H", "H", "H", "H", "H", "H", "S", "S", "S"], "positions_angstrom": [[1.103, -0.432, -0.286], [0.749, -0.310, 1.132], [-0.615, 0.523, 0.855], [-0.080, 0.185, -1.082], [-1.238, -0.404, -0.163], [3.050, 1.237, -0.152], [0.897, -1.485, -0.262], [1.611, 0.010, 1.876], [0.520, -1.277, 1.404], [-1.356, 0.740, 1.715], [-0.158, 0.139, -2.070], [-0.974, -1.423, 0.041], [-3.098, 1.000, -1.008], [2.827, -0.063, -0.897], [-0.364, 1.923, -0.348], [-2.874, -0.364, -0.756]], "mulliken_charge": [-0.3698, -0.7910, 0.1299, -0.2846, -0.4420, 0.1484, 0.3220, 0.2599, 0.3458, 0.3780, 0.7280, 0.1143, 0.1346, -0.2371, -0.2090, -0.2274]}

<two>
{"formula": "C5H8S3", "method": "the ωB97M-V functional and the def2-TZVPD basis", "smiles": "S[C@@H]1[C@H]2SC[C@@H](S)[C@H]12", "homo_ev": -8.6, "homo_lumo_gap_ha": 0.334, "molar_mass_g_mol": 164.32, "lumo_ha": 0.017, "elements": ["C", "C", "C", "C", "C", "H", "H", "H", "H", "H", "H", "H", "H", "S", "S", "S"], "positions_angstrom": [[-1.388, -0.328, 0.022], [-0.975, -1.957, 0.127], [1.014, -0.299, -0.591], [1.265, 0.943, 0.213], [0.054, 0.140, 0.413], [-1.676, -0.008, 2.239], [-1.895, -0.179, -0.991], [-1.115, -2.282, 1.183], [-1.424, -2.502, -0.669], [0.812, 0.129, -1.582], [1.864, 0.937, 1.194], [1.172, 2.464, -1.961], [0.384, -0.244, 1.513], [-2.620, 0.249, 1.064], [0.890, -2.014, -0.506], [1.858, 2.433, -0.685]], "mulliken_charge": [0.0115, -0.6460, -0.1995, -0.3010, 0.0363, 0.1261, 0.2941, 0.3364, 0.4220, 0.1095, 0.2401, 0.1252, 0.0841, -0.2242, -0.1772, -0.2375]}

Most stable: <one>

<one>
{"formula": "C4H10N2O2", "method": "the ωB97M-V functional and the def2-TZVPD basis", "smiles": "CC(C)NC(=O)NO", "homo_ev": -9.5, "homo_lumo_gap_ha": 0.377, "molar_mass_g_mol": 118.14, "lumo_ha": 0.029, "elements": ["C", "C", "C", "N", "N", "C", "O", "O", "H", "H", "H", "H", "H", "H", "H", "H", "H", "H"], "positions_angstrom": [[0.905, -0.287, -0.303], [0.726, 0.958, -1.169], [0.351, -1.543, -0.969], [-1.602, 0.936, 0.936], [0.479, -0.132, 1.095], [-0.443, 0.728, 1.606], [-2.176, -0.141, 0.226], [-0.217, 1.291, 2.675], [-1.692, -0.910, 0.584], [-2.274, 1.523, 1.422], [1.247, -0.197, 1.755], [1.989, -0.448, -0.219], [1.133, 1.844, -0.671], [1.250, 0.838, -2.123], [-0.326, 1.151, -1.399], [-0.700, -1.441, -1.249], [0.445, -2.412, -0.309], [0.905, -1.759, -1.889]], "mulliken_charge": [0.6310, -1.4271, -1.5532, -0.0626, -0.2722, 0.3268, -0.3988, -0.6798, 0.3555, 0.2703, 0.2684, 0.3317, 0.3706, 0.4295, 0.3012, 0.3475, 0.3574, 0.4038]}

<two>
{"formula": "C4H10N2O2", "method": "the ωB97M-V functional and the def2-TZVPD basis", "smiles": "NCNC(=O)CCO", "homo_ev": -9.0, "homo_lumo_gap_ha": 0.362, "molar_mass_g_mol": 118.14, "lumo_ha": 0.030, "elements": ["O", "C", "N", "C", "N", "C", "C", "O", "H", "H", "H", "H", "H", "H", "H", "H", "H", "H"], "positions_angstrom": [[1.436, -0.606, 1.388], [0.330, -0.263, 1.008], [-0.225, -0.920, -0.083], [0.490, -1.995, -0.780], [0.302, -1.672, -2.195], [-0.512, 0.865, 1.486], [-0.510, 2.257, 0.767], [-0.017, 2.190, -0.547], [-1.146, -0.675, -0.402], [0.174, -3.027, -0.613], [1.500, -1.866, -0.406], [0.765, -0.888, -2.617], [0.223, -2.503, -2.758], [-1.592, 0.667, 1.516], [-0.462, 1.001, 2.586], [-0.047, 3.022, 1.405], [-1.575, 2.580, 0.742], [0.866, 1.831, -0.498]], "mulliken_charge": [-0.6286, 0.3763, -0.1643, -0.3546, -0.5063, -0.5735, -0.4366, -0.4941, 0.2451, 0.3348, 0.2564, 0.1518, 0.1894, 0.3185, 0.4095, 0.2384, 0.2966, 0.3412]}

Most stable: <two>

<one>
{"formula": "C4H10N2O2", "method": "the ωB97M-V functional and the def2-TZVPD basis", "homo_ev": -8.0, "homo_lumo_gap_ha": 0.145, "molar_mass_g_mol": 118.14, "lumo_ha": -0.148, "elements": ["C", "N", "C", "O", "C", "N", "C", "O", "H", "H", "H", "H", "H", "H", "H", "H", "H", "H"], "positions_angstrom": [[-1.344, -0.148, 0.343], [-1.809, 0.524, 1.465], [1.863, -2.616, -0.195], [0.643, -2.049, -0.477], [-0.002, 0.481, -0.144], [-0.034, 1.907, 0.210], [-0.169, 2.822, -0.892], [0.134, 2.609, -2.051], [-1.264, -1.204, 0.577], [-1.879, 0.037, -0.613], [-2.398, 0.004, 2.113], [2.773, -2.041, -0.532], [1.869, -3.632, -0.530], [1.978, -2.708, 0.906], [0.237, 0.171, -1.160], [0.700, -0.004, 0.573], [-0.783, 2.046, 0.929], [-0.514, 3.803, -0.523]], "mulliken_charge": [-0.3665, -0.4719, -0.6418, -0.4728, -0.4321, -0.2869, 0.1016, -0.4960, 0.4766, 0.2469, 0.2562, 0.2398, 0.2748, 0.2681, 0.4347, 0.1619, 0.3805, 0.3270]}

<two>
{"formula": "C4H10N2O2", "method": "the ωB97M-V functional and the def2-TZVPD basis", "smiles": "C=C(C)C(N)=O.NO", "homo_ev": -8.8, "homo_lumo_gap_ha": 0.350, "molar_mass_g_mol": 118.14, "lumo_ha": 0.028, "elements": ["C", "C", "C", "H", "H", "H", "H", "H", "H", "N", "C", "N", "O", "O", "H", "H", "H", "H"], "positions_angstrom": [[-0.118, -2.391, 0.426], [0.245, -1.023, -0.064], [0.806, -0.822, -1.267], [-1.487, 0.627, -0.708], [-0.612, -2.975, -0.357], [-0.813, -2.358, 1.270], [0.773, -2.942, 0.746], [0.930, -1.632, -1.981], [1.065, 0.170, -1.626], [-1.647, 1.632, -0.435], [0.140, 0.180, 1.004], [1.249, 0.978, 1.039], [-0.614, 2.441, -1.012], [-0.564, 0.065, 1.997], [-0.783, 3.338, -1.354], [-1.933, 2.001, 0.474], [2.148, 0.736, 0.650], [1.216, 1.976, 1.199]], "mulliken_charge": [-1.3755, 0.5724, -0.7731, 0.3617, 0.3587, 0.3213, 0.2959, 0.3105, 0.2726, -0.5038, 0.4108, -0.3430, -0.4206, -0.5471, 0.2879, 0.3254, 0.2281, 0.2177]}

<three>
{"formula": "C4H10N2O2", "method": "the ωB97M-V functional and the def2-TZVPD basis", "smiles": "C=CC(=O)O.CNN", "homo_ev": -8.2, "homo_lumo_gap_ha": 0.331, "molar_mass_g_mol": 118.14, "lumo_ha": 0.031, "elements": ["C", "N", "C", "N", "O", "O", "H", "H", "H", "H", "H", "H", "C", "C", "H", "H", "H", "H"], "positions_angstrom": [[0.934, -1.587, 1.093], [0.676, -0.163, 0.876], [0.067, 0.630, -1.215], [1.672, 0.640, 1.527], [-0.038, -0.557, -1.858], [0.866, 1.479, -1.566], [0.661, -0.525, -2.537], [2.492, 0.676, 0.915], [1.344, 1.609, 1.560], [1.984, -1.836, 0.913], [0.321, -2.169, 0.402], [0.670, -1.865, 2.116], [-1.408, 1.086, -0.650], [-2.494, 0.307, -0.716], [-3.479, 0.682, -0.453], [-1.522, 2.161, -0.539], [-0.326, 0.179, 1.099], [-2.419, -0.747, -0.968]], "mulliken_charge": [-0.8902, -0.0237, 0.9488, -0.7565, -0.4769, -0.6385, 0.3157, 0.2634, 0.2638, 0.2578, 0.3116, 0.3222, -0.5021, -0.5969, 0.3001, 0.3678, 0.3046, 0.2289]}

<four>
{"formula": "C4H10N2O2", "method": "the ωB97M-V functional and the def2-TZVPD basis", "smiles": "C/C(O)=N/CCNO", "homo_ev": -8.2, "homo_lumo_gap_ha": 0.329, "molar_mass_g_mol": 118.14, "lumo_ha": 0.029, "elements": ["C", "C", "C", "N", "C", "O", "O", "N", "H", "H", "H", "H", "H", "H", "H", "H", "H", "H"], "positions_angstrom": [[-1.283, -0.917, 1.041], [-1.790, 0.003, -0.043], [1.591, 0.059, -1.673], [0.441, -0.662, 1.078], [0.439, 0.366, -0.751], [0.952, 0.117, 2.173], [0.533, 1.672, -0.272], [-0.747, -0.142, -1.072], [1.317, 0.930, 1.782], [-0.246, 2.196, -0.491], [0.817, -1.593, 1.252], [-1.394, -1.967, 0.774], [-1.596, -0.680, 2.055], [-2.736, -0.356, -0.458], [-1.896, 1.028, 0.323], [1.631, -1.017, -1.857], [2.522, 0.411, -1.225], [1.446, 0.550, -2.637]], "mulliken_charge": [-0.3947, -0.4796, -1.2876, -0.2686, 1.0834, -0.4252, -0.5229, -0.7161, 0.3366, 0.3324, 0.2195, 0.3022, 0.3166, 0.3406, 0.2278, 0.3188, 0.3309, 0.2858]}

Most stable: <three>

<one>
{"formula": "C4H10N2O2", "method": "the ωB97M-V functional and the def2-TZVPD basis", "smiles": "CNC(=O)[C@@H](N)CO", "homo_ev": -9.3, "homo_lumo_gap_ha": 0.365, "molar_mass_g_mol": 118.14, "lumo_ha": 0.025, "elements": ["N", "C", "C", "O", "C", "N", "C", "O", "H", "H", "H", "H", "H", "H", "H", "H", "H", "H"], "positions_angstrom": [[-0.535, -0.854, 1.958], [-0.172, -0.629, 0.603], [-1.467, -0.962, -0.348], [-1.257, -1.111, -1.744], [0.252, 0.829, 0.374], [1.251, 1.254, -0.526], [2.150, 0.156, -1.043], [-0.441, 1.687, 0.879], [0.184, -1.009, 2.669], [-1.093, -0.215, 2.503], [0.614, -1.336, 0.318], [-2.045, -1.845, -0.112], [-2.058, -0.051, -0.314], [-0.361, -1.362, -1.983], [1.737, 2.058, -0.174], [2.819, -0.162, -0.238], [2.610, 0.437, -1.977], [1.509, -0.709, -1.192]], "mulliken_charge": [-0.6927, 0.1130, -0.5554, -0.5058, 0.4394, -0.2625, -0.7260, -0.6065, 0.2361, 0.2286, 0.3774, 0.3542, 0.2576, 0.2905, 0.2930, 0.3306, 0.2841, 0.1445]}

<two>
{"formula": "C4H10N2O2", "method": "the ωB97M-V functional and the def2-TZVPD basis", "homo_ev": -9.4, "homo_lumo_gap_ha": 0.362, "molar_mass_g_mol": 118.14, "lumo_ha": 0.015, "elements": ["H", "O", "N", "H", "C", "C", "C", "N", "H", "H", "H", "C", "H", "H", "H", "O", "H", "H"], "positions_angstrom": [[1.587, 0.923, -0.707], [2.315, 1.805, -0.815], [0.818, -0.092, -0.338], [2.271, 1.941, -1.750], [-0.544, -0.014, -0.395], [1.131, -1.253, 0.153], [-1.083, -1.168, 0.105], [-0.017, -1.930, 0.504], [-0.105, -2.903, 0.707], [2.098, -1.719, 0.204], [-1.021, 0.845, -0.829], [-2.523, -1.489, 0.298], [-3.098, -1.354, -0.628], [-2.674, -2.531, 0.563], [-2.983, -0.740, 0.941], [1.091, 3.555, 0.749], [1.201, 3.167, -0.128], [1.536, 2.957, 1.367]], "mulliken_charge": [0.4954, -0.8811, -0.1662, 0.2374, -0.5257, -0.3334, 0.4586, -0.1106, 0.2491, 0.4079, 0.4034, -1.1532, 0.3252, 0.3121, 0.2752, -0.6478, 0.3655, 0.2882]}

<three>
{"formula": "C4H10N2O2", "method": "the ωB97M-V functional and the def2-TZVPD basis", "homo_ev": -9.7, "homo_lumo_gap_ha": 0.368, "molar_mass_g_mol": 118.14, "lumo_ha": 0.014, "elements": ["C", "C", "C", "C", "H", "H", "H", "H", "H", "H", "H", "H", "H", "H", "N", "N", "O", "O"], "positions_angstrom": [[1.375, -1.451, -0.890], [2.430, -2.586, -1.238], [-1.368, 1.580, 0.837], [-2.504, 2.449, 1.539], [-0.489, -0.845, -0.944], [-0.100, -2.051, -2.329], [3.549, -2.328, -1.358], [2.057, -3.097, -2.208], [2.537, -3.180, -0.269], [0.439, 0.642, 1.013], [0.162, 1.640, 2.621], [-2.144, 2.836, 2.573], [-3.020, 1.567, 1.997], [-2.919, 3.186, 0.777], [0.000, -1.815, -1.188], [-0.090, 1.519, 1.251], [1.811, -0.433, -0.285], [-1.691, 0.901, -0.190]], "mulliken_charge": [0.5724, -0.8117, 0.5686, -0.8046, 0.3183, 0.3146, 0.2907, 0.2492, 0.2154, 0.2160, 0.3189, 0.2503, 0.2723, 0.2741, -0.5401, -0.4818, -0.5984, -0.6241]}

<four>
{"formula": "C4H10N2O2", "method": "the ωB97M-V functional and the def2-TZVPD basis", "smiles": "CC(C)(C)/[N+]([O-])=N/O", "homo_ev": -9.3, "homo_lumo_gap_ha": 0.365, "molar_mass_g_mol": 118.14, "lumo_ha": 0.024, "elements": ["C", "C", "C", "C", "N", "N", "O", "O", "H", "H", "H", "H", "H", "H", "H", "H", "H", "H"], "positions_angstrom": [[0.325, 1.141, -0.598], [0.375, -0.291, 1.408], [0.402, -1.367, -0.936], [-0.107, -0.217, -0.059], [-2.259, 0.694, -0.084], [-1.532, -0.354, 0.105], [-1.881, -1.498, 0.477], [-3.618, 0.457, -0.158], [-0.545, 1.676, -1.044], [0.738, 1.694, 0.338], [1.235, 1.081, -1.316], [1.441, -0.045, 1.515], [0.104, -1.322, 1.892], [-0.305, 0.389, 2.042], [-0.233, -2.340, -0.937], [0.525, -0.963, -2.000], [1.499, -1.568, -0.610], [-4.036, 1.159, -0.797]], "mulliken_charge": [-1.3712, -1.7210, -1.3302, 1.6166, -0.5640, 0.9213, -0.6596, -0.4258, 0.3510, 0.2918, 0.3384, 0.4284, 0.3606, 0.4025, 0.3281, 0.3481, 0.3056, 0.3794]}

Most stable: <two>